# 1
The following is a DFT calculation (ωB97M-V with the def2-TZVPD basis set) of one molecule with the formula C4H7NO2.

Positions of all 14 atoms, in Å:
N: 1.72 0.51 -1.06
C: 1.14 -0.01 0.14
C: -0.34 -0.22 -0.09
H: -0.32 -0.65 -1.10
H: -0.56 -1.96 1.19
H: 2.13 -0.24 -1.61
O: -2.15 1.37 -0.02
H: 2.45 1.17 -0.85
H: -1.19 -0.45 1.89
O: 1.73 -0.23 1.16
C: -1.02 1.13 -0.34
H: -2.10 -1.26 0.61
H: -0.40 1.87 -0.88
C: -1.09 -1.03 0.96

Calculated values
SMILES: C[C@@H](C=O)C(N)=O
Energy above the lowest of the compared OMol25 structures with the same formula, charge and spin in kcal/mol: 24.4
E_HOMO in eV: -10.02
E_LUMO in Ha: 0.0214
HOMO-LUMO gap in Eh: 0.390

natural (NBO) atomic charge list, values in e, 5 entries: atom 1 (N): -0.91, atom 2 (C): 0.71, atom 3 (C): -0.44, atom 4 (H): 0.25, atom 5 (H): 0.22


# 2
The following is a DFT calculation (ωB97M-V with the def2-TZVPD basis set) of one molecule with the formula C3H7NS2.

Positions of all 13 atoms, in Å:
C: 0.69 -0.10 -0.37
H: 2.85 0.22 -1.03
H: -1.74 1.69 -0.76
H: 0.47 0.02 -1.44
C: -0.46 -0.39 0.50
H: -0.25 -0.64 1.60
S: -2.04 -0.88 -0.06
N: -0.89 2.00 -0.24
H: -1.62 -2.04 -0.67
H: 0.50 1.34 1.22
H: -1.01 2.85 0.39
S: 2.42 -0.40 0.03
C: -0.07 1.00 0.34

Calculated values
SMILES: NC1[C@@H](S)[C@@H]1S
Energy above the lowest of the compared OMol25 structures with the same formula, charge and spin in kcal/mol: 43.5
E_HOMO in eV: -8.12
E_LUMO in Ha: 0.0298
HOMO-LUMO gap in Eh: 0.328

natural (NBO) atomic charge list, values in e, 5 entries: atom 1 (C): -0.39, atom 2 (H): 0.12, atom 3 (H): 0.39, atom 4 (H): 0.24, atom 5 (C): -0.42


# 3
The following is a DFT calculation (ωB97M-V with the def2-TZVPD basis set) of a 2-piece molecular cluster, C2H7OS overall.

Positions of all 11 atoms, in Å:
H: -1.72 0.02 1.24
O: 0.19 -0.99 1.73
C: 0.76 0.42 -1.96
H: 0.53 0.34 -2.99
H: 1.77 0.58 -1.97
S: 0.35 -1.27 -1.38
H: 0.09 1.03 -1.38
C: -0.83 0.07 1.91
H: -1.23 0.06 2.92
H: 0.42 -1.26 0.19
H: -0.34 1.00 1.70

Calculated values
Energy above the lowest of the compared OMol25 structures with the same formula, charge and spin in kcal/mol: 49.4
E_HOMO in eV: -3.09
E_LUMO in Ha: 0.1478
Net charge: -1
HOMO-LUMO gap in Eh: 0.261

natural (NBO) atomic charge list, values in e, 5 entries: atom 1 (H): 0.12, atom 2 (O): -0.94, atom 3 (C): -0.72, atom 4 (H): 0.19, atom 5 (H): 0.19


# 4
The following is a DFT calculation (ωB97M-V with the def2-TZVPD basis set) of C52H77CrF9N6O14S as an isolated structure.

Positions of all 160 atoms, in Å:
H: 8.08 -14.58 17.70
C: 4.64 -16.51 18.81
C: 8.56 -15.59 24.69
C: 2.57 -20.09 21.42
C: 2.33 -16.02 26.45
H: 7.22 -16.28 27.47
H: -0.40 -10.61 26.12
C: 5.54 -19.38 22.81
H: 12.86 -12.84 21.53
C: 1.52 -13.06 20.36
O: 3.18 -13.77 13.55
H: 6.52 -11.25 24.38
H: 3.35 -16.52 16.47
O: 4.72 -19.08 21.90
N: 11.88 -12.81 21.71
H: 1.44 -13.70 21.23
H: 11.36 -12.62 19.67
H: 1.72 -18.04 25.99
H: 4.40 -15.43 26.69
H: 4.67 -6.45 22.75
H: 5.71 -10.73 25.86
C: 7.42 -16.28 26.43
H: 2.84 -18.69 17.36
C: 3.80 -16.28 26.37
O: 8.40 -12.56 25.91
H: 4.19 -19.62 19.97
C: 8.99 -11.26 25.89
H: 5.68 -15.49 17.19
H: 2.58 -20.33 22.47
N: 2.69 -12.41 20.08
H: 3.41 -12.27 20.77
C: 6.11 -20.83 23.08
H: 9.46 -11.08 26.89
H: 1.99 -9.78 26.21
H: 0.75 -11.37 17.67
C: 0.69 -12.81 19.34
H: 6.90 -10.38 16.53
H: 6.47 -8.39 18.43
H: 2.69 -10.47 13.59
C: 1.71 -17.03 25.49
C: 9.72 -12.71 21.19
C: 4.51 -15.37 12.44
H: 11.72 -12.76 23.80
H: 2.16 -12.59 14.90
O: 3.86 -17.75 18.87
O: 4.01 -16.48 24.95
F: 8.36 -19.98 20.78
C: 8.15 -16.85 24.34
O: 8.12 -16.95 19.19
C: 4.27 -7.41 22.87
H: 9.21 -13.85 18.80
H: 3.56 -11.31 18.48
C: 2.66 -11.70 18.91
C: 2.59 -11.77 26.91
H: 8.51 -14.47 26.41
H: 3.67 -11.30 12.57
C: 7.89 -10.23 25.60
F: 6.30 -21.41 21.89
H: 5.41 -16.57 19.61
N: 3.40 -7.90 21.95
C: 6.56 -9.43 18.58
H: 8.10 -9.61 24.78
H: 0.24 -10.50 27.73
H: 8.95 -12.81 23.24
H: 11.31 -15.09 21.81
C: 6.63 -11.13 25.45
H: 6.39 -13.21 25.94
H: 3.69 -10.50 23.90
C: 11.22 -16.98 22.69
C: 2.77 -11.45 13.14
O: 5.86 -18.41 23.52
C: 8.27 -15.55 19.68
H: 4.47 -21.03 21.05
S: 5.12 -14.27 22.67
O: 5.20 -14.27 14.51
N: 8.05 -15.18 25.88
C: 1.73 -10.82 26.13
F: 8.42 -19.54 18.70
C: 7.83 -19.27 19.80
C: 2.63 -16.76 24.31
H: 3.90 -12.30 14.82
C: 11.20 -12.85 22.88
C: 11.38 -18.20 22.19
H: 11.05 -16.61 23.72
H: 4.36 -17.43 15.56
H: 11.44 -19.07 22.78
H: 8.16 -17.41 23.43
C: 5.32 -16.50 17.42
C: 11.67 -18.05 20.81
N: 6.53 -11.42 19.62
C: 7.85 -17.77 20.22
H: 6.50 -12.07 20.39
C: 1.38 -11.82 18.42
H: 1.87 -11.60 12.56
H: 9.81 -11.27 25.19
H: 0.70 -16.80 25.22
C: 6.71 -10.46 17.61
O: 5.92 -14.48 24.07
C: 7.03 -12.39 26.19
H: 7.03 -18.28 25.63
H: 11.60 -16.28 19.49
C: 4.22 -17.19 16.62
C: 10.99 -12.71 20.67
C: 9.82 -12.78 22.61
O: 5.97 -13.63 21.71
F: 5.21 -21.55 23.71
F: 6.52 -19.69 19.67
H: 7.74 -9.56 26.46
O: 7.69 -17.49 21.39
H: 3.99 -15.64 18.96
C: 4.47 -8.40 23.80
C: 6.68 -11.67 18.26
C: 4.36 -14.41 13.67
H: 5.01 -8.35 24.69
H: 6.18 -17.19 17.40
O: 3.86 -13.64 23.00
H: 2.99 -11.32 27.83
C: 3.82 -18.31 17.55
H: 4.09 -17.13 26.92
H: 9.02 -15.50 20.48
C: 0.34 -11.01 26.78
O: 5.04 -15.83 22.37
H: 2.08 -19.18 21.25
H: 4.62 -19.11 17.48
Cr: 5.73 -16.35 23.98
C: 11.55 -16.72 20.50
H: 2.43 -15.91 23.65
H: -0.29 -13.11 27.51
H: 6.72 -12.66 17.83
H: 9.70 -15.24 18.10
C: 0.37 -12.55 26.84
H: 3.05 -7.40 21.17
H: 11.78 -18.81 20.08
H: 2.22 -20.96 20.87
C: 7.34 -17.26 25.50
F: 3.27 -15.64 11.99
H: 2.82 -17.66 23.71
H: -0.26 -13.20 19.08
H: 6.15 -9.74 20.79
H: 8.78 -12.60 20.65
F: 7.26 -20.80 23.75
C: 3.77 -9.57 23.38
N: 11.23 -16.05 21.65
H: 1.93 -16.06 27.46
H: 9.09 -14.90 24.05
C: 3.13 -9.22 22.25
H: 2.29 -9.77 21.71
F: 5.09 -14.70 11.42
C: 6.44 -10.05 19.77
H: 0.21 -12.94 25.82
H: 6.85 -12.38 27.28
H: 1.68 -11.05 25.01
O: 1.72 -12.84 27.24
F: 5.17 -16.53 12.67
H: 3.39 -12.18 26.35
C: 3.00 -12.49 14.21
C: 8.81 -14.80 18.50
H: 2.10 -15.05 26.00
H: 7.37 -15.11 20.18
C: 4.00 -20.04 20.97

Calculated values
E_HOMO (spin up / spin down) in eV: -9.75 / -9.75
E_LUMO (spin up / spin down) in Ha: -0.1429 / -0.1024
Net charge: +1
Multiplicity: 4
HOMO-LUMO gap (spin up / spin down) in Eh: 0.215 / 0.256

Mulliken atomic charge list, values in e, 5 entries: atom 1 (H): 0.18, atom 2 (C): 0.76, atom 3 (C): -0.44, atom 4 (C): -1.43, atom 5 (C): -0.46


# 5
The following is a DFT calculation (ωB97M-V with the def2-TZVPD basis set) of C26H50ClF5P2Si2W as an isolated structure.

Positions of all 87 atoms, in Å:
C: -3.10 -3.10 -0.45
H: -1.03 -1.60 -2.46
H: 4.05 2.32 -2.79
C: -1.67 -3.64 -0.48
P: -0.47 -2.64 0.62
H: -2.16 3.68 1.46
H: -0.34 5.42 1.35
H: -2.05 -3.31 2.27
H: 1.81 -4.07 -3.62
H: -0.13 2.00 3.02
H: 3.98 -2.33 -0.51
F: 2.20 2.14 2.62
H: 3.98 3.84 -1.87
H: 0.73 4.36 2.32
H: -3.77 -3.85 -0.90
H: -3.21 -2.18 -1.03
H: 0.33 -1.68 3.34
H: 0.09 3.54 -3.61
H: -1.22 3.18 -2.12
H: -1.32 -1.11 3.07
C: -1.12 3.40 1.67
H: -1.27 -0.49 0.50
H: -0.78 5.02 3.03
H: 4.02 -4.04 -1.02
H: -1.26 -3.51 -1.49
Si: 1.78 -3.09 -1.38
H: 4.07 -2.74 -2.25
H: -2.06 -5.32 0.88
H: 0.16 -4.21 -2.95
C: 1.08 -3.54 0.31
C: -3.12 3.11 -1.10
H: 1.74 3.46 -4.24
C: -0.71 -1.99 3.32
C: 2.08 0.04 1.42
H: -2.76 -0.29 -0.91
C: -1.13 2.37 2.80
H: -0.69 -4.61 3.87
H: -2.36 1.29 0.03
H: -1.90 5.40 -0.10
C: 1.23 -4.28 -2.71
H: 1.06 4.47 -0.24
H: -0.44 -5.27 2.24
F: 1.28 0.41 3.68
C: 1.14 3.73 -3.36
H: 1.45 -5.31 -2.39
H: -3.31 2.14 -1.57
Si: 1.78 2.75 -1.91
C: 1.10 0.98 -1.97
H: -3.51 3.11 -0.08
C: -0.32 4.63 2.10
C: -0.28 -4.39 2.87
C: 3.64 2.80 -1.89
H: -1.01 1.09 -2.74
H: 1.80 -3.23 1.07
F: 3.44 0.51 3.38
H: -1.77 1.51 2.60
H: 2.95 -0.16 -1.43
W: 0.15 -0.03 -0.27
C: 1.88 -0.18 -1.64
C: -1.52 5.03 -1.06
H: 1.81 3.06 0.56
H: 1.26 4.81 -3.18
C: -0.22 -0.95 -2.19
C: 2.25 0.77 2.78
H: 0.94 -4.63 0.38
H: -0.50 5.42 -1.22
H: -3.44 -2.91 0.58
H: -1.01 -2.30 4.34
H: 4.04 2.28 -1.01
Cl: -2.98 -0.46 1.61
F: 2.40 -1.29 1.75
C: 1.09 -1.37 -1.73
H: -0.70 -5.63 -0.25
F: 3.16 0.52 0.69
H: -2.16 5.47 -1.85
C: 3.65 -3.04 -1.28
H: 0.81 -4.22 2.99
H: -2.37 -5.64 -0.84
C: 1.11 3.36 -0.25
H: -3.70 3.85 -1.67
C: -1.63 3.51 -1.16
P: -0.51 2.60 0.10
C: -0.97 -3.14 2.35
C: -2.23 0.17 -0.04
C: -1.68 -5.14 -0.14
C: -0.21 0.48 -2.34
H: -1.50 2.85 3.73

Calculated values
E_HOMO (spin up / spin down) in eV: -4.92 / -6.72
E_LUMO (spin up / spin down) in Ha: 0.0154 / -0.0051
Multiplicity: 3
HOMO-LUMO gap (spin up / spin down) in Eh: 0.196 / 0.242

Mulliken atomic charge list, values in e, 5 entries: atom 1 (C): -1.24, atom 2 (H): 0.64, atom 3 (H): 0.35, atom 4 (C): 1.35, atom 5 (P): 0.07


# 6
The following is a DFT calculation (ωB97M-V with the def2-TZVPD basis set) of one molecule with the formula C4H6N2O.

Positions of all 13 atoms, in Å:
H: 0.31 0.63 -1.03
H: -0.81 -1.90 -0.63
N: 1.77 -0.81 -0.25
C: -1.66 -0.20 0.44
H: 2.55 -0.29 -0.62
H: -2.72 -0.35 0.47
O: -1.31 2.18 0.17
N: 0.36 0.79 0.97
C: -0.97 1.12 0.64
C: -0.71 -0.94 -0.14
C: 0.54 -0.10 -0.21
H: 1.71 -1.73 -0.65
H: 0.93 1.62 0.84

Calculated values
SMILES: N[C@H]1C=CC(=O)N1
Energy above the lowest of the compared OMol25 structures with the same formula, charge and spin in kcal/mol: 43.3
E_HOMO in eV: -9.70
E_LUMO in Ha: 0.0303
HOMO-LUMO gap in Eh: 0.387

natural (NBO) atomic charge list, values in e, 5 entries: atom 1 (H): 0.16, atom 2 (H): 0.22, atom 3 (N): -0.83, atom 4 (C): -0.28, atom 5 (H): 0.37